No. 1
Formula: C2H6FN
Source: the Open Molecules 2025 dataset
Level of theory: ωB97M-V with the def2-TZVPD basis set

Summary:
F_max   4.62 eV/A
E_HOMO   -9.0 eV
2S+1   1
ΔE to the lowest compared entry with this formula, charge and spin   1.521 eV
SMILES string   C=NC.F

Structure (XYZ):
```
10
C2H6FN ωB97M-V with the def2-TZVPD basis set
C 1.312 -0.160 0.662
N 0.321 0.226 0.048
C -0.765 -0.425 -0.673
H 1.952 0.450 1.338
H 1.680 -1.270 0.520
H -1.633 0.059 -0.314
H -0.427 -0.427 -1.708
H -0.689 -1.516 -0.398
F -1.106 3.556 0.926
H -0.234 3.221 0.573
```



No. 2
Formula: C20H20N4
Source: the Open Molecules 2025 dataset
Level of theory: ωB97M-V with the def2-TZVPD basis set

Summary:
F_max   5.57 eV/A
E_HOMO   -8.7 eV
2S+1   1
ΔE to the lowest compared entry with this formula, charge and spin   3.330 eV
SMILES string   N#Cc1ncc2cc(Cc3ccccc3)n(C3CCCCC3)c2n1

Structure (XYZ):
```
44
C20H20N4 ωB97M-V with the def2-TZVPD basis set
N -6.006 0.649 -3.098
C -5.019 0.062 -2.917
C -3.804 -0.542 -2.516
N -3.490 -1.830 -2.790
C -2.434 -2.440 -2.175
C -1.524 -1.625 -1.459
C -0.314 -1.934 -0.681
C 0.194 -0.764 -0.185
C 1.629 -0.595 0.370
C 2.333 -1.947 0.700
C 2.473 -2.396 2.025
C 3.221 -3.624 2.211
C 3.639 -4.362 1.047
C 3.360 -3.888 -0.289
C 2.774 -2.619 -0.457
N -0.841 0.226 -0.418
C -0.842 1.647 -0.075
C -0.745 1.787 1.476
C -1.222 3.140 1.890
C -0.757 4.366 0.999
C 0.331 3.895 -0.051
C 0.073 2.608 -0.800
C -1.834 -0.313 -1.278
N -2.908 0.234 -1.832
H -2.382 -3.474 -2.273
H 0.183 -2.920 -0.619
H 1.381 -0.031 1.248
H 2.226 0.048 -0.315
H 2.022 -1.694 2.710
H 3.456 -4.095 3.151
H 4.282 -5.221 1.145
H 3.466 -4.559 -1.215
H 2.666 -2.202 -1.443
H -1.822 1.983 -0.281
H 0.249 1.720 1.953
H -1.420 1.034 1.982
H -0.976 3.339 2.930
H -2.313 3.142 1.983
H -0.328 5.101 1.680
H -1.549 4.904 0.489
H 0.527 4.728 -0.721
H 1.195 3.663 0.653
H -0.280 2.661 -1.808
H 1.128 2.140 -0.941
```



No. 3
Formula: C36H87N9O15
Source: the Open Molecules 2025 dataset
Level of theory: ωB97M-V with the def2-TZVPD basis set

Summary:
F_max   2.76 eV/A
E_HOMO   -8.6 eV
2S+1   1
ΔE to the lowest compared entry with this formula, charge and spin   4.700 eV
SMILES string   O=C1C=C(O)C(=O)C=C1O.C[N+](=O)[O-].C[N+](=O)[O-].COC[C@H](C)N.COC[C@H](C)N.COC[C@H](C)N.COC[C@H](C)N.COC[C@H](C)N.COC[C@H](C)N.COC[C@H](C)N

Structure (XYZ):
```
147
C36H87N9O15 ωB97M-V with the def2-TZVPD basis set
O -2.442 -5.670 -7.064
C -2.544 -5.382 -5.878
C -3.511 -5.895 -4.889
C -3.537 -5.516 -3.627
O -4.420 -5.972 -2.758
C -2.443 -4.653 -3.034
O -2.315 -4.409 -1.823
C -1.431 -4.222 -3.927
C -1.452 -4.520 -5.227
O -0.355 -4.374 -5.970
H -4.300 -6.558 -5.212
H -4.345 -5.418 -1.978
H -0.562 -3.766 -3.476
H -0.402 -5.015 -6.683
C -1.245 2.115 0.948
N -0.398 1.220 0.006
O 0.705 0.939 0.400
O -0.913 0.851 -1.039
H -1.037 3.157 0.705
H -0.926 1.874 1.962
H -2.313 1.944 0.813
C -0.012 0.151 7.859
N -1.343 -0.347 8.145
O -1.442 -1.421 8.757
O -2.267 0.377 7.762
H -0.096 0.802 6.989
H 0.665 -0.597 7.448
H 0.274 0.736 8.733
C 5.647 -0.008 3.317
O 6.871 -0.653 3.049
C 7.056 -1.152 1.726
C 8.412 -1.963 1.864
C 9.451 -1.150 2.535
N 8.946 -2.645 0.612
H 4.759 -0.637 3.382
H 5.462 0.829 2.644
H 5.784 0.474 4.285
H 6.180 -1.737 1.447
H 7.059 -0.399 0.938
H 8.123 -2.813 2.482
H 10.482 -1.364 2.252
H 9.267 -1.110 3.609
H 9.324 -0.104 2.256
H 8.167 -3.248 0.389
H 9.139 -2.046 -0.178
C -5.251 5.383 5.711
O -6.381 5.487 4.945
C -6.169 5.140 3.602
C -7.077 3.949 3.245
C -6.622 2.655 3.852
N -7.045 3.705 1.841
H -4.771 4.425 5.514
H -5.493 5.490 6.768
H -4.630 6.272 5.597
H -6.635 5.979 3.084
H -5.132 5.100 3.269
H -8.122 4.111 3.508
H -7.430 1.952 3.649
H -6.652 2.809 4.930
H -5.657 2.276 3.513
H -7.674 4.235 1.254
H -7.359 2.748 1.771
C 4.144 -5.781 5.524
O 3.509 -6.403 4.406
C 2.547 -5.653 3.691
C 1.653 -4.673 4.620
C 0.872 -5.407 5.786
N 0.692 -3.910 3.784
H 4.537 -4.811 5.223
H 4.907 -6.457 5.912
H 3.456 -5.560 6.340
H 3.260 -5.065 3.113
H 1.950 -6.320 3.069
H 2.385 -4.017 5.091
H -0.107 -4.957 5.945
H 1.243 -5.269 6.802
H 0.660 -6.440 5.512
H 0.991 -3.610 2.867
H -0.074 -4.549 3.628
C 6.209 -6.143 -7.690
O 5.501 -5.788 -6.557
C 6.028 -4.622 -5.871
C 5.273 -4.491 -4.581
C 4.915 -3.030 -4.132
N 5.945 -5.035 -3.412
H 7.282 -5.998 -7.560
H 5.862 -5.380 -8.386
H 6.003 -7.116 -8.136
H 7.076 -4.836 -5.664
H 5.769 -3.690 -6.374
H 4.399 -5.140 -4.627
H 5.854 -2.486 -4.037
H 4.310 -3.079 -3.227
H 4.290 -2.533 -4.875
H 6.782 -5.573 -3.586
H 5.381 -5.687 -2.885
C -6.442 -3.699 2.430
O -6.676 -3.637 1.023
C -7.349 -2.519 0.556
C -8.866 -2.366 1.002
C -9.784 -3.342 0.320
N -9.361 -1.027 0.615
H -5.489 -4.206 2.581
H -7.239 -4.235 2.946
H -6.262 -2.746 2.927
H -6.733 -1.639 0.742
H -7.347 -2.735 -0.512
H -8.881 -2.561 2.075
H -10.773 -3.381 0.778
H -9.326 -4.265 -0.035
H -10.113 -2.871 -0.606
H -9.778 -0.972 -0.303
H -9.955 -0.712 1.369
C -2.192 7.998 -2.634
O -3.204 8.594 -1.964
C -4.527 8.253 -2.369
C -4.899 8.882 -3.736
C -4.786 10.415 -3.842
N -6.271 8.573 -4.049
H -1.233 8.277 -2.198
H -2.197 8.362 -3.661
H -2.345 6.923 -2.738
H -4.848 7.211 -2.397
H -5.151 8.567 -1.532
H -4.459 8.423 -4.621
H -3.964 10.953 -3.369
H -5.677 10.833 -3.374
H -4.812 10.722 -4.888
H -6.258 7.566 -3.974
H -6.896 8.866 -3.311
C 8.521 5.599 -2.380
O 7.593 4.422 -2.653
C 6.392 4.845 -3.359
C 5.288 3.688 -3.548
C 3.930 4.030 -4.128
N 5.113 2.974 -2.300
H 9.322 5.577 -3.118
H 8.909 5.347 -1.393
H 8.106 6.607 -2.356
H 5.971 5.696 -2.824
H 6.733 5.333 -4.272
H 5.807 3.001 -4.218
H 3.635 4.938 -3.601
H 3.185 3.239 -4.042
H 3.958 4.301 -5.183
H 6.024 2.797 -1.901
H 4.478 2.189 -2.294
```



No. 4
Formula: CH4N4
Source: the Open Molecules 2025 dataset
Level of theory: ωB97M-V with the def2-TZVPD basis set

Summary:
F_max   3.85 eV/A
E_HOMO   -8.5 eV
2S+1   1
ΔE to the lowest compared entry with this formula, charge and spin   4.453 eV

Structure (XYZ):
```
9
CH4N4 ωB97M-V with the def2-TZVPD basis set
C 0.234 -0.933 -0.308
N -1.256 -0.771 0.090
N -1.589 0.343 0.145
N 0.835 0.318 0.066
N 0.087 1.336 -0.302
H 0.711 -1.853 0.074
H 0.116 -0.781 -1.410
H 0.990 0.387 1.060
H -0.127 1.953 0.585
```



No. 5
Formula: C26H26N4O4RuS2
Source: the Open Molecules 2025 dataset
Level of theory: ωB97M-V with the def2-TZVPD basis set

Summary:
F_max   0.54 eV/A
E_HOMO (spin up / spin down)   -4.1 / -4.5 eV
<S²>   8.762
2S+1   6
ΔE to the lowest compared entry with this formula, charge and spin   0.189 eV
Total charge   -1

Structure (XYZ):
```
63
C26H26N4O4RuS2 ωB97M-V with the def2-TZVPD basis set
Ru 0.870 0.431 0.086
O 0.413 -0.591 -1.797
C 0.749 -1.781 -2.154
C -0.114 -2.521 -3.014
C 0.202 -3.782 -3.450
C 1.404 -4.410 -3.067
C 2.253 -3.719 -2.238
C 1.962 -2.426 -1.772
C 2.951 -1.793 -0.936
N 2.890 -0.619 -0.441
C 3.983 -0.170 0.415
C 3.485 -0.069 1.841
N 2.340 0.844 1.843
C 1.830 1.159 2.974
C 0.716 2.047 3.172
C 0.277 2.275 4.490
C -0.732 3.161 4.767
C -1.325 3.853 3.694
C -0.920 3.654 2.400
C 0.103 2.726 2.081
O 0.480 2.541 0.854
H -1.048 -2.044 -3.291
H -0.493 -4.310 -4.094
H 1.648 -5.407 -3.411
H 3.186 -4.177 -1.918
H 3.843 -2.398 -0.729
H 4.282 0.826 0.082
H 4.849 -0.836 0.357
H 4.287 0.303 2.485
H 3.183 -1.057 2.199
H 2.268 0.736 3.886
H 0.759 1.727 5.295
H -1.071 3.318 5.783
H -2.132 4.551 3.893
H -1.393 4.178 1.579
O -2.818 0.863 1.814
C -2.079 0.115 1.192
O -1.254 0.502 0.260
C -2.209 -1.376 1.363
C -3.505 -1.884 1.445
C -3.746 -3.247 1.521
C -2.664 -4.121 1.526
C -1.371 -3.624 1.469
C -1.114 -2.249 1.395
S 0.578 -1.735 1.450
H -4.325 -1.175 1.453
H -4.762 -3.623 1.575
H -2.826 -5.192 1.575
H -0.524 -4.300 1.479
C -1.134 2.569 -4.636
N -0.029 2.116 -3.809
C 0.234 2.390 -2.514
S 1.856 2.201 -1.974
N -0.721 2.776 -1.670
C -2.159 2.560 -1.793
H -0.954 2.205 -5.646
H -1.204 3.659 -4.671
H -2.085 2.166 -4.313
H 0.804 1.814 -4.284
H -0.384 2.868 -0.710
H -2.620 3.235 -2.510
H -2.590 2.747 -0.812
H -2.379 1.523 -2.045
```



No. 6
Formula: C4H4N2S
Source: the Open Molecules 2025 dataset
Level of theory: ωB97M-V with the def2-TZVPD basis set

Summary:
F_max   3.47 eV/A
E_HOMO   -9.8 eV
2S+1   1
ΔE to the lowest compared entry with this formula, charge and spin   1.768 eV
SMILES string   c1cnsc1.C#N

Structure (XYZ):
```
11
C4H4N2S ωB97M-V with the def2-TZVPD basis set
C 1.541 -0.533 -0.820
C 0.204 -0.031 -0.896
N 0.086 1.148 -0.377
S 1.438 1.629 0.423
C 2.406 0.242 -0.108
H 1.906 -1.526 -1.255
H -0.733 -0.401 -1.393
H 3.480 0.210 0.328
C -3.579 1.150 -0.174
N -4.229 0.634 0.632
H -2.876 1.689 -0.697
```



No. 7
Formula: C31H24HfN5O9PS
Source: the Open Molecules 2025 dataset
Level of theory: ωB97M-V with the def2-TZVPD basis set

Summary:
F_max   2.17 eV/A
E_HOMO   -8.6 eV
2S+1   1
ΔE to the lowest compared entry with this formula, charge and spin   0.000 eV

Structure (XYZ):
```
72
C31H24HfN5O9PS ωB97M-V with the def2-TZVPD basis set
Hf 0.173 -0.727 0.292
O -1.324 -4.995 4.515
C -1.042 -4.157 3.506
C -2.036 -3.573 2.713
C -1.641 -2.721 1.707
N -0.358 -2.482 1.466
C 0.597 -2.990 2.244
C 0.302 -3.834 3.287
C 1.984 -2.426 1.922
O 2.970 -2.867 2.458
O 1.933 -1.455 1.051
C -2.568 -1.821 0.882
O -3.763 -2.004 0.882
O -1.911 -0.861 0.308
H -2.271 -5.153 4.576
H -3.090 -3.752 2.884
H 1.081 -4.223 3.926
N -6.073 0.677 4.031
C -4.808 0.810 3.516
C -4.486 1.881 2.674
C -3.200 2.051 2.207
C -2.218 1.128 2.541
C -2.517 0.072 3.394
C -3.796 -0.087 3.875
S -0.523 1.318 2.068
O 0.106 -0.001 2.354
O 0.035 2.432 2.762
N -0.221 1.354 0.482
C -1.074 1.596 -0.556
N -0.864 0.747 -1.587
C -1.631 0.907 -2.653
C -2.588 1.903 -2.736
C -2.714 2.721 -1.628
N -1.970 2.575 -0.538
H -6.816 1.186 3.586
H -6.330 -0.207 4.431
H -5.259 2.585 2.392
H -2.945 2.888 1.575
H -1.733 -0.613 3.684
H -4.034 -0.921 4.524
H -1.459 0.213 -3.469
H -3.202 2.029 -3.614
H -3.432 3.534 -1.597
O 1.359 -3.577 -2.348
C 1.351 -2.513 -1.779
O 0.294 -1.995 -1.187
C 2.618 -1.643 -1.743
P 2.153 0.116 -1.426
C 1.692 0.699 -3.094
C 1.519 2.071 -3.285
C 1.088 2.565 -4.504
C 0.811 1.693 -5.549
C 0.968 0.328 -5.364
C 1.405 -0.170 -4.143
C 3.793 0.875 -1.143
C 4.285 0.803 0.162
C 5.521 1.345 0.473
C 6.274 1.964 -0.515
C 5.792 2.033 -1.813
C 4.552 1.497 -2.129
H 3.194 -1.784 -2.656
H 3.233 -1.966 -0.904
H 1.721 2.752 -2.464
H 0.965 3.632 -4.643
H 0.474 2.076 -6.503
H 0.751 -0.357 -6.174
H 1.507 -1.240 -4.019
H 3.697 0.308 0.926
H 5.894 1.291 1.487
H 7.239 2.391 -0.273
H 6.385 2.506 -2.586
H 4.183 1.559 -3.144
```



No. 8
Formula: C27H55INO4
Source: the Open Molecules 2025 dataset
Level of theory: ωB97M-V with the def2-TZVPD basis set

Summary:
F_max   3.16 eV/A
E_HOMO   -11.4 eV
2S+1   1
Total charge   +1

Structure (XYZ):
```
88
C27H55INO4 ωB97M-V with the def2-TZVPD basis set
C -2.495 -3.330 0.708
C -1.115 -4.203 0.402
C 0.060 -3.598 1.427
C 1.574 -3.730 0.813
C 2.760 -3.070 1.733
C 2.370 -1.655 2.464
C 2.622 -0.316 1.495
C 1.353 0.022 0.513
N 1.061 1.536 0.565
C 0.382 1.882 -0.776
C 1.438 1.118 -1.813
C 1.403 -0.384 -1.076
I 3.204 -1.307 -1.923
H -2.190 -2.195 0.554
H -3.399 -3.666 0.042
H -2.724 -3.453 1.851
H -1.323 -5.340 0.597
H -0.858 -4.038 -0.729
H -0.067 -4.041 2.518
H -0.176 -2.447 1.515
H 1.813 -4.898 0.756
H 1.580 -3.362 -0.318
H 3.197 -3.824 2.541
H 3.666 -2.839 0.991
H 1.309 -1.639 2.974
H 3.150 -1.519 3.357
H 2.695 0.592 2.266
H 3.666 -0.359 0.961
H 0.419 -0.381 1.139
H 0.321 1.838 1.253
H 1.877 2.186 0.549
H -0.638 1.298 -0.718
H 0.334 3.035 -1.053
H 1.091 0.913 -2.912
H 2.533 1.485 -1.606
H 0.368 -0.964 -1.202
C -4.625 -6.173 -3.149
C -3.616 -5.437 -3.993
C -2.915 -4.573 -2.968
O -2.953 -5.288 -1.725
C -3.861 -6.390 -1.861
H -4.977 -7.105 -3.599
H -5.494 -5.531 -2.965
H -2.907 -6.150 -4.429
H -4.062 -4.858 -4.806
H -3.440 -3.623 -2.823
H -1.877 -4.360 -3.238
H -3.267 -7.310 -1.903
H -4.517 -6.438 -0.988
C -3.686 0.143 2.669
C -4.687 1.092 2.064
C -4.032 2.436 2.300
O -2.614 2.217 2.278
C -2.371 0.804 2.321
H -3.763 -0.879 2.288
H -3.813 0.114 3.758
H -4.774 0.903 0.988
H -5.684 1.021 2.505
H -4.293 2.838 3.284
H -4.302 3.173 1.539
H -2.022 0.496 1.329
H -1.585 0.587 3.050
C 6.114 2.293 3.654
C 6.379 3.501 2.793
C 5.180 3.501 1.870
O 4.090 2.928 2.604
C 4.609 2.334 3.802
H 6.638 2.314 4.614
H 6.413 1.383 3.120
H 6.374 4.406 3.411
H 7.331 3.458 2.256
H 5.356 2.873 0.989
H 4.910 4.506 1.533
H 4.310 2.966 4.645
H 4.174 1.340 3.939
C 0.046 4.857 -3.288
C 0.311 6.065 -4.149
C -0.888 6.065 -5.073
O -1.978 5.492 -4.338
C -1.459 4.898 -3.140
H 0.570 4.879 -2.329
H 0.345 3.948 -3.822
H 0.306 6.970 -3.531
H 1.263 6.023 -4.686
H -0.711 5.438 -5.953
H -1.158 7.070 -5.409
H -1.758 5.530 -2.297
H -1.894 3.904 -3.003
```



No. 9
Formula: H4S2
Source: the Open Molecules 2025 dataset
Level of theory: ωB97M-V with the def2-TZVPD basis set

Summary:
F_max   2.56 eV/A
E_HOMO   -9.7 eV
2S+1   1
ΔE to the lowest compared entry with this formula, charge and spin   0.201 eV
SMILES string   S.S

Structure (XYZ):
```
6
H4S2 ωB97M-V with the def2-TZVPD basis set
S 1.960 0.765 1.064
H 0.665 0.573 1.537
H 1.707 0.832 -0.239
S -1.115 -1.116 -0.518
H -2.476 -0.917 -0.598
H -0.742 -0.137 -1.245
```